#1
Formula: H20O10
Source: the Open Molecules 2025 dataset
Level of theory: ωB97M-V/def2-TZVPD

Last column: natural (NBO) charge in e.
Cartesian coordinates (Å):
O  0.288  0.224  0.265  -1.00
H  1.017  0.498  -0.265  0.47
H  -0.609  0.389  -0.146  0.51
O  0.353  -1.965  -1.644  -0.92
H  -0.146  -1.420  -1.110  0.46
H  1.053  -2.435  -1.131  0.46
O  -1.676  1.551  -0.916  -0.95
H  -1.143  2.241  -0.671  0.47
H  -2.427  2.075  -1.272  0.50
O  2.874  3.956  -0.262  -0.94
H  3.758  3.715  0.080  0.48
H  2.397  3.212  -0.417  0.46
O  0.542  -1.124  3.186  -0.94
H  0.872  -1.569  2.421  0.47
H  0.139  -0.289  2.902  0.48
O  -3.463  -2.137  1.484  -0.96
H  -4.374  -2.499  1.427  0.49
H  -3.187  -1.556  0.814  0.47
O  -3.903  2.877  0.428  -0.95
H  -4.074  2.912  1.397  0.49
H  -4.319  2.177  0.075  0.46
O  4.349  -1.873  0.401  -0.94
H  3.993  -1.009  0.346  0.46
H  3.515  -2.313  0.615  0.44
O  -1.368  -1.935  -2.665  -0.88
H  -1.986  -2.651  -2.868  0.46
H  -1.645  -1.853  -1.790  0.43
O  3.399  0.441  -0.167  -0.93
H  2.637  0.237  0.480  0.48
H  3.135  0.122  -1.000  0.48

Values from the calculation:
LUMO ... -0.32 eV
Orbital gap ... 9.699 eV
Molecular weight ... 180.15 u

#2
Formula: H20O10
Source: the Open Molecules 2025 dataset
Level of theory: ωB97M-V/def2-TZVPD

Last column: natural (NBO) charge in e.
Cartesian coordinates (Å):
O  -15.216  -2.390  -2.826  -0.95
H  -15.006  -2.429  -1.893  0.47
H  -16.166  -2.270  -2.854  0.47
O  -20.428  -3.520  -6.309  -0.96
H  -19.621  -3.885  -5.944  0.49
H  -21.089  -4.194  -6.151  0.49
O  -16.591  0.515  -3.814  -0.95
H  -17.033  -0.247  -4.188  0.48
H  -15.694  0.220  -3.659  0.47
O  -17.789  -1.708  -5.650  -0.98
H  -18.676  -1.736  -6.008  0.48
H  -17.596  -2.616  -5.415  0.48
O  -17.803  0.329  -8.762  -0.97
H  -18.523  0.145  -8.158  0.48
H  -17.322  -0.497  -8.820  0.48
O  -20.189  0.628  -6.726  -0.94
H  -20.302  0.546  -5.779  0.47
H  -20.528  1.498  -6.935  0.48
O  -17.660  -4.311  -5.319  -0.98
H  -17.050  -4.568  -6.011  0.51
H  -17.744  -5.092  -4.771  0.50
O  -20.395  -2.044  -8.533  -0.96
H  -19.667  -2.361  -9.069  0.46
H  -20.317  -2.529  -7.712  0.48
O  -15.406  -4.694  -7.132  -0.95
H  -14.496  -4.790  -7.411  0.49
H  -15.427  -3.859  -6.664  0.47
O  -16.014  -1.934  -8.518  -0.94
H  -15.218  -2.233  -8.958  0.47
H  -15.787  -1.932  -7.588  0.47

Values from the calculation:
LUMO ... -0.24 eV
Orbital gap ... 9.560 eV
Molecular weight ... 180.15 u

If we sort the structures by their calculated energies, the order from most to least stable is #2, #1.

#1
Formula: C5H8N
Source: the Open Molecules 2025 dataset
Level of theory: ωB97M-V/def2-TZVPD

Last column: natural (NBO) charge in e.
Cartesian coordinates (Å):
C  1.458  -0.835  0.501  -0.53
C  -0.479  1.598  0.127  -0.32
C  0.996  -0.160  -0.749  -0.41
C  1.472  0.659  0.405  0.15
C  -0.365  0.346  -0.288  0.11
N  -1.457  -0.652  0.024  -0.75
H  0.832  -1.505  0.988  0.22
H  2.586  -1.122  0.252  0.28
H  -1.370  2.232  0.495  0.27
H  0.333  2.238  -0.259  0.30
H  1.164  -0.098  -1.827  0.27
H  -1.499  -0.450  1.084  0.48
H  -1.263  -1.613  -0.370  0.47
H  -2.408  -0.636  -0.382  0.47

Values from the calculation:
LUMO ... -4.17 eV
Orbital gap ... 8.868 eV
Molecular weight ... 82.13 u
Charge ... +1

#2
Formula: C5H8N
Source: the Open Molecules 2025 dataset
Level of theory: ωB97M-V/def2-TZVPD

Last column: natural (NBO) charge in e.
Cartesian coordinates (Å):
C  -0.160  -1.182  1.057  -0.62
C  0.122  0.034  0.149  -0.01
N  1.481  0.046  -0.549  -0.68
C  -0.605  1.083  -0.062  -0.05
C  -1.114  2.275  -0.605  -0.12
C  -1.931  1.605  0.237  -0.06
H  0.657  -1.901  0.679  0.21
H  -1.197  -1.401  0.870  0.25
H  -0.008  -0.952  2.120  0.24
H  1.717  1.009  -0.853  0.45
H  1.473  -0.598  -1.279  0.43
H  2.191  -0.271  0.229  0.45
H  -0.894  3.063  -1.257  0.25
H  -2.894  1.559  0.699  0.27

Values from the calculation:
LUMO ... -3.55 eV
Orbital gap ... 9.352 eV
Molecular weight ... 82.13 u
Charge ... +1

If we sort the structures by their calculated energies, the order from most to least stable is #2, #1.

#1
Formula: C5H8N
Source: the Open Molecules 2025 dataset
Level of theory: ωB97M-V/def2-TZVPD

Last column: natural (NBO) charge in e.
Cartesian coordinates (Å):
C  2.343  -0.424  0.001  -0.41
C  1.062  -0.268  -0.002  0.14
C  -0.301  -0.632  -0.006  0.48
C  -1.369  -1.590  0.000  -0.72
N  -0.065  0.638  -0.003  -0.19
C  -0.549  1.961  -0.002  -0.45
H  3.029  0.407  0.002  0.25
H  2.775  -1.411  -0.005  0.26
H  -2.348  -1.115  0.013  0.27
H  -1.255  -2.250  0.865  0.30
H  -1.280  -2.243  -0.872  0.30
H  0.281  2.651  -0.147  0.26
H  -1.037  2.181  0.952  0.26
H  -1.287  2.095  -0.796  0.26

Values from the calculation:
LUMO ... -4.82 eV
Orbital gap ... 9.570 eV
Molecular weight ... 82.13 u
Charge ... +1

#2
Formula: C5H8N
Source: the Open Molecules 2025 dataset
Level of theory: ωB97M-V/def2-TZVPD

Last column: natural (NBO) charge in e.
Cartesian coordinates (Å):
C  0.441  -0.767  0.588  -0.19
C  1.105  -1.883  0.986  0.28
C  -0.114  0.003  -0.421  0.39
C  -0.670  1.335  -0.035  -0.67
C  -0.155  -0.311  -1.834  -0.70
N  0.713  -0.861  2.004  -0.61
H  0.242  1.841  0.201  0.27
H  -1.185  1.407  0.882  0.26
H  -1.134  1.659  -0.921  0.24
H  0.327  -1.232  -1.982  0.26
H  0.230  0.537  -2.533  0.31
H  -1.237  -0.208  -2.085  0.29
H  -0.018  -1.086  2.725  0.44
H  1.454  -0.434  2.423  0.42

Values from the calculation:
LUMO ... -6.29 eV
Orbital gap ... 8.591 eV
Molecular weight ... 82.13 u
Charge ... +1

#3
Formula: C5H8N
Source: the Open Molecules 2025 dataset
Level of theory: ωB97M-V/def2-TZVPD

Last column: natural (NBO) charge in e.
Cartesian coordinates (Å):
C  -0.332  -1.269  2.844  -0.18
C  -0.069  -0.832  1.751  0.09
C  1.463  -0.839  -1.511  -0.27
C  1.044  0.037  -0.607  -0.08
C  -1.215  1.060  -0.010  -0.46
N  -0.239  -0.109  -0.035  -0.32
H  -0.839  -1.898  3.495  0.27
H  2.315  -0.718  -2.201  0.27
H  0.725  -1.617  -1.698  0.20
H  1.559  0.884  -0.280  0.24
H  -2.279  0.713  0.269  0.27
H  -1.014  1.866  0.779  0.27
H  -1.210  1.652  -0.957  0.27
H  -0.775  -0.801  -0.425  0.43

Values from the calculation:
LUMO ... -6.24 eV
Orbital gap ... 9.105 eV
Molecular weight ... 82.13 u
Charge ... +1

#4
Formula: C5H8N
Source: the Open Molecules 2025 dataset
Level of theory: ωB97M-V/def2-TZVPD

Last column: natural (NBO) charge in e.
Cartesian coordinates (Å):
C  1.459  -0.913  -0.118  -0.35
C  2.464  -1.661  -0.227  0.41
C  0.078  -0.682  -0.522  0.02
C  -1.229  -1.663  0.184  -0.60
C  1.235  1.692  -0.013  -0.38
N  0.654  0.342  0.405  -0.30
H  -0.279  -0.489  -1.515  0.28
H  -1.246  -1.690  1.369  0.25
H  -0.882  -2.667  -0.054  0.24
H  -2.122  -1.602  -0.385  0.25
H  0.409  2.372  0.040  0.24
H  2.044  1.904  0.640  0.24
H  1.582  1.609  -0.985  0.24
H  0.446  0.227  1.383  0.46

Values from the calculation:
LUMO ... -6.45 eV
Orbital gap ... 9.269 eV
Molecular weight ... 82.13 u
Charge ... +1

If we sort the structures by their calculated energies, the order from most to least stable is #1, #2, #3, #4.

#1
Formula: C5H8N
Source: the Open Molecules 2025 dataset
Level of theory: ωB97M-V/def2-TZVPD

Last column: natural (NBO) charge in e.
Cartesian coordinates (Å):
C  -2.121  1.254  0.059  0.47
N  -1.806  0.168  -0.145  -0.13
C  -1.077  -0.990  -0.158  -0.29
C  0.337  -0.917  0.360  -0.41
C  1.134  0.108  -0.487  -0.24
C  1.740  1.187  0.062  -0.34
H  -2.652  2.096  0.331  0.28
H  -1.478  -1.733  0.470  0.27
H  -0.967  -1.367  -1.101  0.26
H  0.597  -1.894  0.018  0.24
H  0.551  -0.889  1.389  0.24
H  1.463  -0.263  -1.398  0.21
H  2.596  1.623  -0.474  0.22
H  1.681  1.618  1.074  0.21

Values from the calculation:
LUMO ... -4.93 eV
Orbital gap ... 8.895 eV
Molecular weight ... 82.13 u
Charge ... +1

#2
Formula: C5H8N
Source: the Open Molecules 2025 dataset
Level of theory: ωB97M-V/def2-TZVPD

Last column: natural (NBO) charge in e.
Cartesian coordinates (Å):
C  1.808  -0.016  0.001  0.13
C  2.747  0.889  0.011  -0.31
C  1.237  -1.361  0.003  -0.23
C  -3.299  0.080  0.006  -0.19
C  -0.749  0.324  -0.033  0.16
N  0.424  -0.179  -0.040  -0.35
H  2.547  1.947  -0.031  0.24
H  3.784  0.600  0.070  0.25
H  1.285  -1.970  -0.892  0.25
H  1.201  -1.948  0.915  0.25
H  -3.418  0.893  -0.688  0.21
H  -3.397  -0.932  -0.347  0.21
H  -0.813  1.406  -0.035  0.18
H  -3.357  0.268  1.060  0.21

Values from the calculation:
LUMO (spin up / spin down) ... -5.73 / -5.71 eV
Orbital gap (spin up / spin down) ... 8.526 / 8.551 eV
Molecular weight ... 82.13 u
Charge ... +1

#3
Formula: C5H8N
Source: the Open Molecules 2025 dataset
Level of theory: ωB97M-V/def2-TZVPD

Last column: natural (NBO) charge in e.
Cartesian coordinates (Å):
C  -1.704  1.460  0.316  -0.65
C  -0.709  1.045  -0.694  -0.10
C  0.538  0.888  -0.560  0.12
C  1.176  -0.104  -0.088  -0.02
C  0.424  -1.327  0.093  -0.21
N  1.898  -1.261  0.199  -0.49
H  -2.651  1.399  -0.181  0.25
H  -1.493  2.417  0.679  0.26
H  -1.441  0.884  1.167  0.23
H  -0.930  1.178  -1.750  0.25
H  -0.232  -1.568  0.954  0.25
H  0.337  -1.987  -0.705  0.21
H  2.528  -1.710  -0.550  0.47
H  2.257  -1.313  1.119  0.44

Values from the calculation:
LUMO ... -3.94 eV
Orbital gap ... 9.949 eV
Molecular weight ... 82.13 u
Charge ... +1

If we sort the structures by their calculated energies, the order from most to least stable is #1, #3, #2.